1.
{"formula": "C20H18AgF3NO2P", "method": "wB97M-V/def2-TZVPD", "homo_lumo_gap_ev": 8.894, "multiplicity": 1, "symbols": ["Ag", "C", "P", "C", "C", "C", "C", "C", "C", "C", "C", "C", "C", "C", "C", "H", "H", "H", "H", "H", "H", "H", "H", "H", "H", "H", "H", "H", "F", "C", "F", "F", "C", "C", "C", "N", "C", "C", "H", "H", "H", "H", "O", "C", "O", "H"], "positions_angstrom": [[-1.449312, -1.391716, -0.935481], [-1.901430, 1.642890, -2.899838], [-1.290752, 0.918018, -1.344178], [-2.162032, 1.884629, -0.073367], [-1.978804, 3.262593, 0.044480], [-2.675648, 3.978908, 1.001924], [-3.560047, 3.322022, 1.850851], [-3.739588, 1.952191, 1.745457], [-3.039739, 1.230660, 0.785778], [0.424040, 1.518212, -1.207322], [1.074796, 1.341673, 0.014175], [2.393393, 1.732327, 0.171898], [3.085115, 2.292627, -0.895896], [2.449141, 2.463988, -2.114970], [1.121665, 2.082083, -2.270652], [-2.968925, 1.432074, -2.956782], [-1.418701, 1.163953, -3.751206], [-1.745704, 2.721313, -2.936138], [-1.276125, 3.771103, -0.606548], [-2.528101, 5.047414, 1.091024], [-4.104531, 3.881975, 2.600310], [-4.420046, 1.438635, 2.411692], [-3.169036, 0.155325, 0.710642], [0.540307, 0.892793, 0.844907], [2.884871, 1.595959, 1.126672], [4.117108, 2.594836, -0.774140], [2.981782, 2.900143, -2.950192], [0.638816, 2.226320, -3.228354], [5.078742, -3.133830, 1.845314], [3.977302, -3.870316, 2.056452], [4.250828, -5.120450, 1.645129], [3.777439, -3.926316, 3.382184], [2.778353, -3.310158, 1.336548], [2.938887, -2.496629, 0.228561], [1.799040, -2.036197, -0.409434], [0.569017, -2.345493, -0.004723], [0.421927, -3.127810, 1.065303], [1.503721, -3.636072, 1.767351], [3.919663, -2.216848, -0.127881], [1.874664, -1.387581, -1.274020], [-0.601188, -3.333756, 1.358488], [1.348181, -4.262353, 2.634363], [-2.725834, -2.686738, 0.708893], [-2.988598, -3.472805, -0.235408], [-2.541366, -3.367586, -1.403716], [-3.663289, -4.322007, -0.028153]], "forces_ev_per_angstrom": [[-0.02, 0.06, -0.09], [-0.01, -0.04, 0.00], [0.01, -0.06, 0.04], [0.00, 0.00, 0.01], [0.01, -0.02, -0.01], [0.00, -0.01, 0.00], [0.00, 0.00, 0.01], [0.00, 0.00, 0.00], [0.00, -0.01, 0.00], [-0.02, 0.05, -0.04], [0.01, -0.01, 0.02], [-0.01, -0.01, 0.00], [0.01, 0.00, -0.01], [0.01, 0.00, 0.00], [-0.01, -0.02, 0.03], [0.00, 0.01, 0.00], [0.01, 0.02, -0.01], [0.01, 0.01, -0.01], [-0.01, 0.01, 0.00], [0.00, 0.00, 0.00], [0.00, 0.00, 0.00], [0.00, 0.00, 0.00], [-0.01, 0.00, 0.01], [0.01, 0.01, 0.01], [0.00, 0.00, 0.00], [0.00, 0.00, 0.00], [0.01, 0.00, 0.01], [0.00, 0.00, 0.00], [0.01, 0.01, 0.00], [0.00, 0.00, 0.00], [-0.01, -0.01, -0.01], [-0.01, 0.01, 0.01], [0.01, -0.02, 0.02], [0.01, 0.02, -0.03], [0.00, -0.04, 0.03], [0.03, 0.05, 0.01], [0.03, -0.02, 0.00], [-0.03, 0.01, -0.01], [0.00, 0.00, 0.00], [0.00, 0.00, 0.00], [0.00, 0.00, 0.00], [0.00, 0.00, 0.00], [-0.04, -0.08, -0.07], [0.01, 0.06, 0.02], [-0.03, 0.01, 0.07], [0.02, -0.01, 0.01]], "mulliken_charge": [-0.289, -1.458, 1.402, 0.159, -0.149, -0.723, -0.388, -0.617, -0.344, 0.362, -0.556, -0.669, -0.513, -0.598, -0.233, 0.377, 0.449, 0.417, 0.301, 0.389, 0.378, 0.410, 0.431, 0.368, 0.439, 0.399, 0.405, 0.322, -0.270, 0.769, -0.244, -0.259, 0.598, -0.598, -0.578, -0.029, -0.249, -0.861, 0.443, 0.458, 0.495, 0.425, -0.599, 0.244, -0.656, 0.441]}



2.
{"formula": "C29H25F6N2O4PS2W", "method": "wB97M-V/def2-TZVPD", "homo_lumo_gap_ev": [6.772, 6.724], "multiplicity": 3, "s2": 2.0340, "total_charge": 2, "symbols": ["W", "F", "C", "F", "F", "S", "O", "O", "N", "S", "O", "O", "C", "F", "F", "F", "C", "C", "C", "C", "C", "C", "P", "C", "C", "C", "C", "C", "C", "C", "C", "C", "C", "C", "C", "C", "C", "C", "C", "H", "H", "H", "H", "H", "H", "H", "H", "H", "H", "H", "H", "H", "H", "H", "H", "C", "C", "C", "C", "C", "N", "H", "H", "H", "H", "H", "H", "H", "H", "H"], "positions_angstrom": [[0.179744, 0.118875, 0.522852], [5.185924, 0.634633, -2.144862], [4.633017, 0.296074, -1.005782], [5.148772, -0.817338, -0.532928], [4.752919, 1.272291, -0.119882], [2.805792, 0.054875, -1.304747], [2.246829, 0.167288, 0.103224], [2.341601, 1.028611, -2.222264], [2.679313, -1.437559, -1.752876], [1.406507, -2.239177, -1.369004], [1.071052, -3.285095, -2.246881], [0.273795, -1.310308, -1.019430], [1.772588, -2.999616, 0.308953], [1.189227, -4.167222, 0.408309], [1.235425, -2.180589, 1.273991], [3.060870, -3.088106, 0.521503], [4.409330, 5.028558, 0.157601], [4.123164, 4.668659, 1.467782], [3.031608, 3.860997, 1.741195], [2.233154, 3.412129, 0.687413], [2.507959, 3.790929, -0.629874], [3.601809, 4.598424, -0.888071], [0.760562, 2.462026, 0.979280], [0.821477, 1.492517, 2.481056], [-0.420166, 0.969201, 2.901118], [-0.459989, -0.012364, 3.909456], [0.710003, -0.484275, 4.454338], [1.950737, -0.000580, 4.002702], [2.018993, 0.957838, 3.021796], [-0.743689, 3.348801, 0.710594], [-0.981872, 4.666658, 1.026361], [-2.168878, 5.270999, 0.583156], [-3.043679, 4.569908, -0.207735], [-2.797470, 3.227188, -0.580624], [-3.643492, 2.513632, -1.465105], [-3.329516, 1.237508, -1.838337], [-2.189418, 0.591880, -1.311350], [-1.344163, 1.227201, -0.422865], [-1.638176, 2.590357, -0.089311], [5.263254, 5.659871, -0.048440], [4.744333, 5.025707, 2.277664], [2.796204, 3.602975, 2.766284], [1.872606, 3.463280, -1.442413], [3.822316, 4.897693, -1.903452], [-1.341783, 1.439400, 2.570494], [-1.416779, -0.372181, 4.263328], [0.681431, -1.226323, 5.240822], [2.864611, -0.385124, 4.435801], [2.977371, 1.307656, 2.663085], [-0.261094, 5.241589, 1.594623], [-2.374090, 6.299950, 0.842446], [-3.938404, 5.053920, -0.579598], [-4.526772, 3.000737, -1.858122], [-3.960877, 0.707329, -2.538549], [-1.994167, -0.428937, -1.618148], [-4.510279, -2.484360, 0.500450], [-3.400912, -2.821362, 1.510054], [-2.818971, -4.220046, 1.249250], [-3.904398, -2.687528, 2.955058], [-2.317793, -1.851086, 1.308002], [-1.473300, -1.098357, 1.113337], [-5.317910, -3.202513, 0.638257], [-4.150987, -2.565295, -0.525124], [-4.908438, -1.483306, 0.663058], [-3.617965, -4.947018, 1.390205], [-2.015375, -4.455304, 1.946850], [-2.447831, -4.313267, 0.228820], [-4.714931, -3.401445, 3.097312], [-4.294336, -1.689535, 3.153909], [-3.119894, -2.920519, 3.675052]], "forces_ev_per_angstrom": [[0.32, -0.28, 0.07], [0.00, -0.05, 0.01], [0.02, -0.09, -0.01], [0.00, 0.03, 0.03], [-0.01, 0.01, -0.04], [-0.03, -0.04, 0.34], [0.06, 0.19, -0.30], [-0.03, 0.18, 0.00], [0.07, -0.05, -0.15], [-0.16, 0.07, 0.11], [0.02, -0.08, -0.04], [-0.01, 0.03, -0.06], [-0.05, -0.01, -0.02], [-0.02, 0.02, -0.01], [0.07, 0.02, 0.03], [0.00, 0.00, -0.01], [0.02, 0.01, -0.01], [0.00, -0.01, 0.01], [-0.02, -0.01, 0.02], [0.03, -0.02, -0.05], [-0.01, 0.01, 0.04], [0.00, 0.00, 0.00], [-0.15, 0.09, 0.00], [-0.06, -0.06, 0.00], [-0.04, 0.07, 0.09], [0.07, 0.01, -0.01], [-0.01, 0.02, -0.02], [-0.02, -0.03, 0.03], [-0.06, -0.03, -0.02], [-0.02, -0.03, -0.08], [0.00, -0.02, 0.00], [-0.01, -0.01, -0.01], [0.00, 0.00, 0.00], [0.03, 0.02, 0.03], [-0.01, -0.02, -0.02], [0.02, -0.01, 0.01], [-0.03, 0.04, -0.01], [0.09, 0.07, 0.04], [-0.01, -0.03, -0.01], [0.00, 0.00, -0.01], [0.00, 0.00, 0.00], [0.01, 0.02, -0.01], [-0.01, -0.02, -0.02], [0.00, -0.01, -0.01], [0.01, -0.01, -0.01], [-0.01, 0.01, 0.00], [0.00, 0.00, 0.00], [0.00, -0.01, 0.00], [-0.01, -0.01, 0.00], [0.00, 0.00, 0.01], [0.00, 0.00, 0.00], [0.00, 0.00, 0.00], [0.00, 0.00, 0.00], [0.00, -0.01, 0.00], [-0.01, 0.00, -0.01], [-0.01, -0.01, 0.00], [0.04, 0.08, 0.02], [0.00, -0.01, 0.00], [-0.01, -0.02, 0.01], [-0.01, -0.03, -0.05], [-0.04, 0.03, 0.08], [-0.01, 0.00, -0.01], [-0.01, 0.00, 0.00], [0.00, 0.01, 0.00], [0.01, -0.01, 0.00], [0.00, 0.00, 0.01], [0.00, -0.01, 0.00], [0.00, 0.00, 0.00], [0.00, 0.01, -0.01], [0.01, 0.00, 0.00]], "mulliken_charge": [2.237, -0.179, 0.649, -0.182, -0.152, 1.085, -1.045, -0.652, -0.636, 1.098, -0.574, -0.935, 0.753, -0.200, -0.172, -0.208, -0.508, -0.872, -0.433, 0.958, -0.564, -0.842, 1.541, 0.233, -0.288, -0.682, -0.694, -0.893, -0.597, 0.185, -0.947, -1.053, -0.738, 0.768, -0.827, -1.114, -0.493, -0.025, 0.793, 0.455, 0.465, 0.574, 0.433, 0.463, 0.517, 0.621, 0.468, 0.501, 0.448, 0.583, 0.461, 0.453, 0.454, 0.485, 0.529, -1.573, 1.856, -1.606, -1.627, -0.040, -0.359, 0.429, 0.384, 0.390, 0.424, 0.418, 0.396, 0.434, 0.380, 0.386]}



What are the max |F| values for these records? In order: 0.1 0.4 eV Å⁻¹.
What are the ΔE to the lowest compared entry with this formula, charge and spin values for these records? In order: 0.00 28.97 kJ/mol.